No. 1
The following is a DFT calculation (ωB97M-V/def2-TZVPD) of a 10-piece molecular cluster, C25H43Br18F3NO overall in a non-equilibrium geometry.

Values from the calculation:
* total energy: -47739.88179 Ha
* HOMO: -10.5712 eV
* net charge: +1
* frontier orbital gap: 5.380 eV

Element x y z (Å)
F 3.163 2.499 -1.134
C 4.497 2.349 -0.694
F 5.365 2.167 -1.815
F 4.542 1.105 0.018
O 4.939 3.335 0.220
C 4.697 4.679 -0.260
C 5.724 5.180 -1.386
C 7.233 4.715 -1.325
C 8.146 5.235 -2.486
N 7.655 6.063 -3.561
C 6.280 6.503 -3.627
C 5.214 6.098 -2.562
H 4.848 5.376 0.654
H 3.636 4.876 -0.636
H 7.641 4.040 -0.490
H 9.241 4.920 -2.526
H 8.291 6.357 -4.322
H 5.960 7.141 -4.514
H 4.116 6.395 -2.594
Br 2.222 2.744 4.595
C 2.590 1.656 3.020
C 1.525 0.607 2.816
Br 1.746 -0.877 4.061
H 3.589 1.239 3.148
H 2.600 2.360 2.185
H 1.612 0.160 1.823
H 0.512 0.988 2.951
Br -0.101 -2.734 0.255
C 0.223 -3.328 2.083
C -0.335 -4.711 2.317
Br -2.270 -4.655 2.525
H -0.204 -2.573 2.742
H 1.309 -3.328 2.193
H 0.042 -5.124 3.254
H -0.120 -5.407 1.506
Br -7.376 -4.974 -1.426
C -6.204 -4.208 -0.068
C -5.014 -3.526 -0.694
Br -3.692 -4.823 -1.298
H -5.933 -5.016 0.610
H -6.825 -3.485 0.465
H -4.491 -2.912 0.040
H -5.273 -2.911 -1.556
Br -2.583 1.400 2.993
C -3.508 -0.256 3.445
C -3.631 -1.160 2.245
Br -5.033 -0.548 1.035
H -4.469 0.024 3.877
H -2.891 -0.723 4.216
H -3.936 -2.162 2.550
H -2.713 -1.228 1.659
Br 3.630 -2.344 -1.615
C 3.117 -1.045 -2.975
C 1.687 -0.600 -2.796
Br 0.437 -1.955 -3.425
H 3.310 -1.506 -3.944
H 3.801 -0.204 -2.836
H 1.481 0.282 -3.407
H 1.428 -0.387 -1.759
Br -5.603 -4.166 3.377
C -6.448 -5.394 4.633
C -5.466 -6.423 5.135
Br -5.139 -7.800 3.795
H -7.308 -5.829 4.124
H -6.798 -4.764 5.454
H -5.875 -6.956 5.996
H -4.497 -6.001 5.401
Br -9.476 -6.264 -4.502
C -8.960 -8.012 -3.807
C -8.080 -8.751 -4.784
Br -9.122 -9.491 -6.256
H -9.881 -8.542 -3.567
H -8.416 -7.800 -2.884
H -7.615 -9.614 -4.303
H -7.305 -8.125 -5.225
Br -2.952 2.465 7.487
C -3.449 3.774 6.132
C -4.868 4.250 6.324
Br -6.150 2.918 5.706
H -3.278 3.308 5.161
H -2.746 4.599 6.263
H -5.062 5.135 5.715
H -5.112 4.469 7.364
Br 11.035 6.281 -5.831
C 10.525 7.577 -7.196
C 9.096 8.027 -7.016
Br 7.841 6.670 -7.635
H 10.715 7.111 -8.163
H 11.211 8.416 -7.062
H 8.891 8.906 -7.629
H 8.841 8.246 -5.979

***

No. 2
The following is a DFT calculation (ωB97M-V/def2-TZVPD) of C25H43F3O3P2SSc as an isolated structure in a non-equilibrium geometry.

Values from the calculation:
* total energy: -3345.12185 Ha
* HOMO: -10.5467 eV
* net charge: +1
* ΔE to the lowest compared entry with this formula, charge and spin: 0.00 kcal per mole
* frontier orbital gap: 7.846 eV

Element x y z (Å)
Sc -0.154 -0.027 1.297
C -0.681 -2.212 2.493
C 0.683 -2.235 2.040
C 0.526 -0.786 3.837
C -0.756 -1.339 3.620
C 1.423 -1.323 2.860
C -1.765 -3.134 2.074
H -1.616 -3.478 1.044
H -2.742 -2.638 2.136
H -1.807 -4.025 2.722
C -1.908 -1.190 4.534
H -2.787 -1.709 4.147
H -2.161 -0.135 4.666
H -1.681 -1.596 5.530
C 0.893 0.068 4.987
H 0.807 -0.481 5.937
H 0.221 0.931 5.050
H 1.919 0.436 4.897
C 2.896 -1.155 2.885
H 3.354 -1.764 3.682
H 3.173 -0.112 3.077
H 3.345 -1.465 1.935
C 1.278 -3.230 1.113
H 1.705 -4.078 1.667
H 2.091 -2.791 0.526
H 0.531 -3.638 0.426
C -1.728 0.870 -3.725
C -1.789 -0.480 -3.691
C -1.055 -1.347 -4.685
C 0.440 -0.978 -4.862
C 1.095 -0.385 -3.649
C 1.296 0.945 -3.507
C 0.545 2.007 -4.289
C -0.906 1.659 -4.715
H -1.583 -1.248 -5.655
H 0.552 -0.312 -5.733
H -1.125 -2.407 -4.394
H -0.891 1.167 -5.702
H -2.404 1.471 -3.101
H -2.580 -1.011 -3.140
H -1.444 2.625 -4.845
H 0.526 2.960 -3.726
H 2.187 1.297 -2.974
H 1.146 2.212 -5.195
H 0.995 -1.908 -5.099
H 1.613 -1.107 -3.009
P -1.359 -0.142 -0.877
P 2.047 1.027 0.180
C -0.474 1.453 -1.283
C 0.828 2.091 -0.718
H -1.221 2.252 -1.413
H -0.187 1.152 -2.292
H 1.408 2.475 -1.570
H 0.561 2.964 -0.107
C 3.008 2.241 1.110
H 3.685 1.720 1.800
H 2.320 2.862 1.698
H 3.593 2.870 0.427
C 3.211 0.213 -0.938
H 3.691 0.939 -1.610
H 2.698 -0.554 -1.536
H 3.989 -0.294 -0.344
C -3.153 0.139 -0.947
H -3.609 -0.563 -0.227
H -3.615 -0.018 -1.929
H -3.396 1.155 -0.596
C -0.604 -1.718 -1.387
H 0.384 -1.868 -0.929
H -0.450 -1.794 -2.466
H -1.233 -2.567 -1.083
F -3.254 3.322 3.823
C -1.948 2.989 3.758
F -1.202 4.078 4.048
F -1.710 2.061 4.733
S -1.532 2.306 2.054
O -2.098 0.924 1.938
O -2.008 3.293 1.125
O -0.048 2.069 2.074